12 unconnected molecules or ions with the total composition C30H62Br24FO2PS in a non-equilibrium geometry. Source: the OMol25 dataset; level of theory: ωB97M-V/def2-TZVPD.

The max |F| is 8.28 eV/Å. For the gap between HOMO and LUMO, the calculation gives 0.2999 hartree. The HOMO energy comes out at -0.2959 Eh.

Bonds (Å) are listed after each position.
Element x y z (Å)
1 C -3.321 -1.756 -0.955  C2 1.585, H12 1.116, H13 1.121, H14 1.115
2 C -2.101 -2.435 -1.706  C1 1.585, S3 1.850, H15 1.119, H16 1.114
3 S -0.806 -1.151 -2.011  C2 1.850, C4 1.843
4 C 0.624 -1.382 -0.871  S3 1.843, P5 1.902, H17 1.141, H18 1.125
5 P 0.184 -1.358 0.979  C4 1.902, F6 1.750, C7 1.872, H19 1.429, H20 1.417
6 F -0.194 -1.410 2.687  P5 1.750
7 C 0.522 0.472 1.183  P5 1.872, C8 1.571, H21 1.122, H22 1.119
8 C -0.681 1.411 0.811  C7 1.571, O9 1.454, H23 1.126, H24 1.119
9 O -0.617 1.770 -0.597  C8 1.454, C10 1.377
10 C -1.906 1.984 -1.032  O9 1.377, O11 1.253, H25 1.111, Br26 2.405
11 O -2.453 3.078 -0.762  C10 1.253, Br26 1.926
12 H -3.039 -1.448 0.080  C1 1.116
13 H -4.124 -2.536 -0.895  C1 1.121
14 H -3.691 -0.848 -1.486  C1 1.115
15 H -1.773 -3.294 -1.069  C2 1.119
16 H -2.482 -2.740 -2.708  C2 1.114
17 H 1.357 -0.526 -1.049  C4 1.141
18 H 1.160 -2.348 -1.088  C4 1.125
19 H 1.287 -2.241 1.196  P5 1.429
20 H -1.077 -1.971 0.774  P5 1.417
21 H 0.690 0.640 2.280  C7 1.122
22 H 1.462 0.822 0.686  C7 1.119
23 H -0.567 2.374 1.383  C8 1.126
24 H -1.674 0.999 1.119  C8 1.119
25 H -2.430 1.152 -1.550  C10 1.111
26 Br -1.820 4.011 -2.324  C10 2.405, O11 1.926, C27 1.981
27 C -0.848 5.611 -2.974  Br26 1.981, C28 1.512, H30 1.090, H31 1.091
28 C -1.305 6.059 -4.344  C27 1.512, Br29 1.951, H32 1.092, H33 1.087
29 Br -0.587 4.919 -5.755  C28 1.951
30 H 0.213 5.360 -2.940  C27 1.090
31 H -1.063 6.384 -2.235  C27 1.091
32 H -0.925 7.058 -4.569  C28 1.092
33 H -2.386 6.055 -4.460  C28 1.087
34 Br -0.569 -5.085 -0.223  C35 1.954
35 C -0.279 -6.226 1.337  Br34 1.954, C36 1.505, H38 1.087, H39 1.090
36 C -0.270 -5.434 2.617  C35 1.505, Br37 1.948, H40 1.089, H41 1.088
37 Br 1.418 -4.491 2.847  C36 1.948
38 H 0.649 -6.766 1.165  C35 1.087
39 H -1.112 -6.927 1.327  C35 1.090
40 H -0.344 -6.100 3.476  C36 1.089
41 H -1.063 -4.691 2.670  C36 1.088
42 Br -2.562 -9.029 3.031  C43 1.950
43 C -4.282 -9.125 2.117  Br42 1.950, C44 1.506, H46 1.085, H47 1.090
44 C -4.280 -8.316 0.847  C43 1.506, Br45 1.949, H48 1.090, H49 1.088
45 Br -4.444 -6.410 1.220  C44 1.949
46 H -5.035 -8.801 2.828  C43 1.085
47 H -4.425 -10.183 1.897  C43 1.090
48 H -5.147 -8.559 0.235  C44 1.090
49 H -3.376 -8.447 0.256  C44 1.088
50 Br 3.547 9.066 -5.682  C51 1.949
51 C 3.519 7.188 -6.200  Br50 1.949, C52 1.506, H54 1.087, H55 1.089
52 C 2.633 6.382 -5.287  C51 1.506, Br53 1.949, H56 1.088, H57 1.087
53 Br 3.500 6.028 -3.578  C52 1.949
54 H 4.551 6.846 -6.208  C51 1.087
55 H 3.130 7.180 -7.217  C51 1.089
56 H 2.439 5.398 -5.711  C52 1.088
57 H 1.687 6.869 -5.067  C52 1.087
58 Br 7.297 13.955 -7.667  C59 1.949
59 C 6.018 12.651 -6.987  Br58 1.949, C60 1.505, H62 1.087, H63 1.089
60 C 6.713 11.416 -6.480  C59 1.505, Br61 1.948, H64 1.090, H65 1.086
61 Br 7.292 10.274 -7.949  C60 1.948
62 H 5.314 12.448 -7.790  C59 1.087
63 H 5.500 13.159 -6.174  C59 1.089
64 H 6.027 10.801 -5.897  C60 1.090
65 H 7.593 11.634 -5.882  C60 1.086
66 Br -7.251 -1.628 -1.394  C67 1.947
67 C -8.419 -3.019 -0.691  Br66 1.947, C68 1.507, H70 1.087, H71 1.089
68 C -7.633 -4.226 -0.249  C67 1.507, Br69 1.947, H72 1.089, H73 1.088
69 Br -7.060 -5.297 -1.771  C68 1.947
70 H -9.147 -3.243 -1.467  C67 1.087
71 H -8.927 -2.561 0.157  C67 1.089
72 H -8.256 -4.891 0.347  C68 1.089
73 H -6.738 -3.972 0.315  C68 1.088
74 Br -6.836 -8.518 4.707  C75 1.945
75 C -6.328 -7.412 6.224  Br74 1.945, C76 1.506, H78 1.093, H79 1.090
76 C -6.332 -5.950 5.862  C75 1.506, Br77 1.952, H80 1.090, H81 1.087
77 Br -4.752 -5.468 4.823  C76 1.952
78 H -5.353 -7.768 6.565  C75 1.093
79 H -7.078 -7.621 6.988  C75 1.090
80 H -6.279 -5.332 6.758  C76 1.090
81 H -7.199 -5.657 5.275  C76 1.087
82 Br 1.721 0.283 -2.963  C83 1.951
83 C 3.259 1.406 -3.386  Br82 1.951, C84 1.506, H86 1.088, H87 1.090
84 C 4.283 0.652 -4.194  C83 1.506, Br85 1.948, H88 1.089, H89 1.087
85 Br 5.313 -0.564 -3.073  C84 1.948
86 H 3.648 1.780 -2.442  C83 1.088
87 H 2.854 2.239 -3.962  C83 1.090
88 H 5.016 1.337 -4.619  C84 1.089
89 H 3.845 0.056 -4.990  C84 1.087
90 Br 2.344 7.603 -0.393  C91 1.949
91 C 1.066 6.295 0.281  Br90 1.949, C92 1.506, H94 1.087, H95 1.090
92 C 1.762 5.058 0.787  C91 1.506, Br93 1.948, H96 1.090, H97 1.087
93 Br 2.346 3.922 -0.684  C92 1.948
94 H 0.365 6.091 -0.524  C91 1.087
95 H 0.545 6.800 1.093  C91 1.090
96 H 1.075 4.442 1.366  C92 1.090
97 H 2.642 5.277 1.388  C92 1.087
98 Br -2.407 -10.931 9.688  C99 1.947
99 C -2.621 -9.002 9.544  Br98 1.947, C100 1.507, H102 1.087, H103 1.090
100 C -3.790 -8.642 8.662  C99 1.507, Br101 1.950, H104 1.090, H105 1.088
101 Br -3.351 -8.862 6.775  C100 1.950
102 H -1.675 -8.604 9.185  C99 1.087
103 H -2.792 -8.659 10.564  C99 1.090
104 H -4.043 -7.587 8.774  C100 1.090
105 H -4.674 -9.245 8.855  C100 1.088
106 Br 8.207 11.510 -3.225  C107 1.949
107 C 9.795 12.554 -3.658  Br106 1.949, C108 1.507, H110 1.087, H111 1.090
108 C 10.799 11.733 -4.425  C107 1.507, Br109 1.947, H112 1.089, H113 1.088
109 Br 11.762 10.512 -3.252  C108 1.947
110 H 10.184 12.941 -2.719  C107 1.087
111 H 9.433 13.382 -4.266  C107 1.090
112 H 11.565 12.374 -4.859  C108 1.089
113 H 10.349 11.129 -5.210  C108 1.088
114 Br 0.326 -9.741 7.508  C115 1.947
115 C 1.219 -8.110 6.932  Br114 1.947, C116 1.507, H118 1.087, H119 1.090
116 C 0.677 -7.626 5.612  C115 1.507, Br117 1.948, H120 1.091, H121 1.089
117 Br 1.370 -8.682 4.129  C116 1.948
118 H 2.285 -8.324 6.906  C115 1.087
119 H 1.018 -7.383 7.717  C115 1.090
120 H 1.010 -6.606 5.413  C116 1.091
121 H -0.409 -7.668 5.552  C116 1.089